Computed, not measured: a 2-piece molecular cluster, CHF3O overall, with wB97M-V/def2-TZVPD.

Results
Kohn-Sham gap: 13.05 eV
ΔE to the lowest compared entry with this formula, charge and spin: 0.670 eV
LUMO level: 0.6 eV
Multiplicity: 1
Highest occupied orbital energy: -0.4591 Eh
SMILES string: O=C(F)F.F

```
6
Properties=species:S:1:pos:R:3:forces:R:3:lowdin_charge:R:1
C 1.21230 1.54783 2.07372 1.6 0.1 -2.4 -0.542
O 0.76893 1.84747 1.01721 -0.2 0.0 2.0 0.185
F -0.33261 0.94854 -1.03130 -3.7 0.8 -0.2 -0.143
F 0.89757 0.51923 2.81255 -0.4 0.3 0.4 0.194
F 2.34968 2.07791 2.53534 -0.8 -0.2 0.5 0.150
H -1.29802 1.21650 -0.96578 3.5 -0.9 -0.2 0.155
```
Forces are in eV/Å.